Entry from the OMol25 dataset: a molecular structure, C14H25N5O6Zn at a distorted geometry (ωB97M-V/def2-TZVPD).

Total energy ... -3052.76702 hartree
E_HOMO (spin up / spin down) ... -6.3 / -6.3 eV
F_max ... 4.7 eV/A
Energy above the lowest of the compared OMol25 structures with the same formula, charge and spin ... 32.0 kcal per mole
Gap between HOMO and LUMO (spin up / spin down) ... 0.2085 / 0.2085 Eh

ORCA input file:
```
! RIJCOSX wB97M-V def2-TZVPD def2/J DEFGRID3
* xyz 0 1
Zn 0.60288 -0.08723 -0.71160
O 1.57756 -0.37817 2.25361
O 1.44731 -0.01378 -2.71006
O 1.55605 2.49803 -2.10194
O 2.44781 -4.23902 1.37697
O -0.92554 -0.80839 -3.27562
O 0.19305 -2.34492 1.46599
N -1.29430 0.93638 0.12176
N 1.40894 1.84925 -0.89270
N -0.85948 -1.02443 -2.01005
N 1.54202 0.40265 1.14325
N -0.21445 -1.85964 0.32138
C -1.70424 -1.93562 -1.48665
C 2.13451 -1.07742 -1.62790
C 2.01671 2.43926 0.12035
C 2.76114 2.06215 2.54435
C 2.10152 1.60577 1.28923
C -3.07662 2.51303 -0.16642
C -3.53149 2.26060 1.13042
C 2.61806 3.79469 0.04939
C -2.84063 1.33708 1.90952
C -1.32687 -2.42116 -0.20617
C -2.11012 -3.45690 0.52214
C -1.94849 1.82809 -0.63290
C -2.89384 -2.42423 -2.23132
C -1.72010 0.70190 1.37004
H 2.24273 2.93951 2.95695
H -2.53330 -4.18246 -0.18329
H 3.68219 3.75753 0.30884
H 1.55353 -1.99395 -1.44186
H 1.70893 -3.59745 1.48219
H 2.50777 4.19407 -0.95942
H -2.89735 -3.51974 -2.28369
H 0.70931 -0.45375 -3.21363
H 1.01768 -1.21928 1.96507
H -1.15447 -0.02506 1.95443
H 2.63563 -0.59087 -0.76583
H -3.56009 3.22116 -0.83269
H -3.13004 1.08074 2.92692
H 2.75576 1.25875 3.28779
H 2.13054 4.46778 0.76338
H -3.82333 -2.11634 -1.73429
H -1.56009 2.00107 -1.63976
H -1.46974 -3.97874 1.23989
H 1.54327 1.72371 -2.72910
H 3.79958 2.36461 2.34563
H -2.94838 -3.00064 1.07042
H -2.88057 -2.01592 -3.24501
H 3.16205 -3.88100 1.92421
H 2.95474 -1.37083 -2.28391
H -4.40774 2.77916 1.52169
*
```